Entry from OMol25: one molecule with the formula C2H2O3S2 in a non-equilibrium geometry (ωB97M-V with the def2-TZVPD basis set).

Element x y z (Å)
C1 1.819 -0.467 0.812
C2 -0.822 -0.124 0.134
O1 2.775 -0.467 1.469
O2 -1.027 -1.944 -1.859
O3 -0.633 0.578 -1.028
S1 0.274 0.204 1.535
S2 -0.106 -1.030 -1.257
H1 1.584 -0.747 -0.293
H2 -1.999 -0.270 0.395

Calculated values
* gap between HOMO and LUMO: 9.64 eV
* relative energy (zero: lowest compared OMol25 entry of this formula, charge and spin): 14.1 kJ/mol
* LUMO level: -0.19 eV
* HOMO level: -0.3613 hartree
* spin multiplicity: 1
* calculated total energy: -1099.39582 a.u.


Entry from OMol25: a 2-piece molecular cluster, C2H2O3S2 overall in a non-equilibrium geometry (ωB97M-V with the def2-TZVPD basis set).

Element x y z (Å)
C1 1.159 1.665 0.182
C2 -0.936 -0.477 -0.798
O1 2.211 1.038 2.440
O2 -2.232 -2.773 -0.335
O3 0.123 0.001 -1.186
S1 1.471 0.630 1.271
S2 -0.849 -2.237 -0.544
H1 0.829 2.100 -0.710
H2 -1.776 0.053 -0.319

Calculated values
* gap between HOMO and LUMO (alpha / beta): 7.14 / 8.58 eV
* relative energy (zero: lowest compared OMol25 entry of this formula, charge and spin): 292.8 kJ/mol
* LUMO level (alpha / beta): -2.36 / -1.48 eV
* HOMO level (alpha / beta): -0.3492 / -0.3698 hartree
* spin multiplicity: 1
* calculated total energy: -1099.28970 a.u.


Entry from OMol25: a 2-piece molecular cluster, C2H2O4 overall in a non-equilibrium geometry (ωB97M-V with the def2-TZVPD basis set).

Element x y z (Å)
C1 -1.013 1.663 3.161
C2 -1.238 0.086 -0.300
O1 -0.170 0.937 2.809
O2 -0.755 1.323 0.015
O3 -1.801 2.396 3.581
O4 -0.895 -0.875 0.516
H1 -0.176 1.222 0.811
H2 -0.340 -0.510 1.267

Calculated values
* gap between HOMO and LUMO: 9.50 eV
* relative energy (zero: lowest compared OMol25 entry of this formula, charge and spin): 210.4 kJ/mol
* LUMO level: 0.08 eV
* HOMO level: -0.3463 hartree
* spin multiplicity: 1
* calculated total energy: -378.33408 a.u.


Entry from OMol25: one molecule with the formula C2H2O4S in a non-equilibrium geometry (ωB97M-V with the def2-TZVPD basis set).

Element x y z (Å)
O1 0.786 -0.305 1.966
C1 0.566 -0.296 0.810
C2 -0.558 0.481 0.423
O2 -1.491 0.673 1.509
S1 -0.587 1.967 1.286
O3 -1.225 3.046 0.665
O4 0.385 2.153 2.309
H1 1.164 -0.956 -0.007
H2 -1.029 0.522 -0.517

Calculated values
* gap between HOMO and LUMO: 10.52 eV
* relative energy (zero: lowest compared OMol25 entry of this formula, charge and spin): 231.6 kJ/mol
* LUMO level: -0.37 eV
* HOMO level: -0.3999 hartree
* spin multiplicity: 1
* SMILES: O=C[C@H]1OS1(=O)=O
* calculated total energy: -776.43306 a.u.